1.
59
Properties=species:S:1:pos:R:3 method="wB97M-V/def2-TZVPD" e_tot_ev=-41119.4071 smiles="CCN(CC)CCNC(=O)C1CCN(S(=O)(=O)N2CCCCC2)CC1" de_lowest_kcal_mol=1.6 total_charge=0
C 3.440 0.065 1.752
H 3.304 0.892 1.063
H 2.805 0.230 2.620
H 4.474 0.064 2.087
C 3.069 -1.277 1.109
N 3.703 -1.602 -0.154
C 5.137 -1.394 -0.217
C 5.879 -2.321 0.743
H 5.551 -3.346 0.594
H 5.698 -2.046 1.778
H 6.948 -2.263 0.556
H 5.451 -1.631 -1.237
H 5.428 -0.352 -0.015
C 2.986 -1.253 -1.353
H 1.968 -1.649 -1.263
H 3.473 -1.781 -2.179
C 2.885 0.237 -1.743
N 1.784 0.892 -1.077
C 1.833 2.163 -0.640
O 2.823 2.866 -0.718
C 0.523 2.645 -0.006
C -0.603 2.581 -1.052
C -1.995 2.619 -0.421
N -2.131 1.695 0.687
S -2.150 0.079 0.257
O -1.103 -0.286 -0.662
O -2.213 -0.667 1.477
N -3.575 0.084 -0.597
C -4.751 0.249 0.237
C -5.206 -1.064 0.873
C -5.407 -2.126 -0.206
C -4.115 -2.290 -1.003
C -3.712 -0.947 -1.609
H -4.469 -0.608 -2.324
H -2.749 -1.018 -2.114
H -3.315 -2.625 -0.339
H -4.241 -3.028 -1.797
H -6.213 -1.821 -0.878
H -5.690 -3.075 0.252
H -4.437 -1.394 1.572
H -6.133 -0.896 1.425
H -5.544 0.661 -0.396
H -4.486 0.981 1.000
C -1.185 1.987 1.750
C 0.247 1.812 1.256
H 0.391 0.751 1.051
H 0.951 2.106 2.037
H -1.370 3.011 2.087
H -1.396 1.295 2.565
H -2.221 3.617 -0.034
H -2.752 2.345 -1.158
H -0.528 1.662 -1.630
H -0.496 3.421 -1.742
H 0.669 3.688 0.293
H 0.921 0.367 -1.004
H 2.744 0.304 -2.830
H 3.798 0.779 -1.486
H 1.989 -1.313 0.948
H 3.318 -2.076 1.817



2.
24
Properties=species:S:1:pos:R:3 method="wB97M-V/def2-TZVPD" e_tot_ev=-49885.1515 de_lowest_kcal_mol=38.7 total_charge=0
C -2.042 -2.621 1.494
C 3.175 0.606 -0.758
C -1.440 1.786 -0.357
N 1.272 -0.570 1.403
N 0.516 -2.714 -0.139
N -1.525 -1.519 -1.696
O -0.972 -1.679 1.334
O 1.807 1.055 -0.618
O -0.405 1.309 0.535
F 1.706 -3.118 -0.783
F -1.699 -0.241 -2.348
F 1.191 -1.363 -2.294
P 0.613 -2.043 1.559
P -0.040 -1.433 -1.149
P 0.670 0.243 0.163
H -2.678 -2.380 0.655
H -2.708 -2.417 2.310
H -1.540 -3.582 1.382
H 3.634 1.282 -1.325
H 3.223 -0.323 -1.391
H 3.574 0.313 0.287
H -2.322 1.657 0.251
H -1.554 1.267 -1.314
H -1.154 2.921 -0.499



3.
21
Properties=species:S:1:pos:R:3 method="wB97M-V/def2-TZVPD" e_tot_ev=-27797.9266 smiles="[H]/N=N/N(C1=CC=CCC1)S(=O)(=O)[O-]" de_lowest_kcal_mol=35.6 total_charge=-1
C -2.225 0.747 0.698
C -0.865 1.248 0.468
C -2.668 -0.530 0.306
C 0.002 0.409 -0.118
C -1.652 -1.590 -0.192
C -0.471 -0.956 -0.817
N 2.963 2.234 -0.552
N 1.718 1.994 -0.595
N 1.317 0.702 -0.215
O 1.407 -1.399 1.102
O 3.464 -0.142 0.910
O 2.681 -1.207 -1.085
S 2.337 -0.682 0.239
H -2.823 1.395 1.373
H -0.492 1.990 1.261
H -3.645 -0.812 0.777
H -1.536 -2.285 0.684
H -2.235 -2.180 -0.914
H -0.792 -0.544 -1.758
H 0.383 -1.622 -0.853
H 3.131 3.231 -0.719



4.
17
Properties=species:S:1:pos:R:3 method="wB97M-V/def2-TZVPD" e_tot_ev=-18228.2198 smiles=COC1(SC)CC1 de_lowest_kcal_mol=38.7 total_charge=0
C -1.007 1.654 -1.084
C 0.583 0.048 0.528
C 0.814 -0.060 2.001
C -0.510 -0.464 1.427
C 0.610 -1.375 -1.401
H -1.789 1.398 -0.376
H -0.929 1.001 -1.934
H -1.193 2.714 -1.504
H 0.818 0.826 2.666
H 1.516 -0.836 2.238
H -0.750 -1.483 1.267
H -1.308 0.215 1.599
H 1.032 -2.310 -1.737
H 0.817 -0.538 -2.071
H -0.472 -1.528 -1.273
O 1.199 -0.982 -0.160
S 0.568 1.720 -0.186



5.
42
Properties=species:S:1:pos:R:3 method="wB97M-V/def2-TZVPD" e_tot_ev=-29665.2970 smiles="CCC1(CC)C(=O)NC=C(COC(=O)c2ccccc2O)C1=O" de_lowest_kcal_mol=49.2 total_charge=0
O -1.704 -2.942 -0.242
O 2.469 0.047 1.909
O 2.448 1.582 -2.583
O -4.322 -3.255 -0.608
O -0.962 -1.429 1.347
C -1.897 -1.966 0.482
C 2.102 0.063 0.725
C 2.235 0.817 -1.647
C 0.848 -1.073 -1.066
C 1.107 -0.906 0.272
C -5.688 -0.054 0.443
C -4.593 0.583 1.024
C -5.589 -1.342 -0.096
C -3.354 -0.099 1.108
C -4.355 -1.996 -0.061
C -3.228 -1.388 0.516
N 1.544 -0.294 -2.019
C 0.428 -1.813 1.277
C 0.415 2.586 0.118
C 4.994 0.135 -0.601
C 1.974 2.547 0.191
C 4.169 1.335 -0.139
C 2.603 1.162 -0.213
H -3.364 -3.511 -0.682
H 0.114 -1.760 -1.359
H -6.666 0.438 0.337
H -4.740 1.585 1.444
H -6.415 -1.841 -0.631
H -2.486 0.412 1.488
H 1.203 -0.236 -2.970
H 0.912 -1.719 2.230
H 0.485 -2.872 0.977
H 0.015 1.901 0.867
H 0.083 3.605 0.346
H 0.104 2.287 -0.869
H 4.860 -0.706 0.078
H 6.052 0.417 -0.624
H 4.682 -0.230 -1.616
H 2.303 2.828 1.200
H 2.346 3.281 -0.470
H 4.373 2.224 -0.771
H 4.492 1.597 0.887